A cluster of 7 separate species, C34H79B2N5O18 in total in a non-equilibrium geometry, computed with ωB97M-V with the def2-TZVPD basis set.

HOMO level   -2.21 eV
Net charge   -2
Total energy   -3020.37606 Ha
Frontier orbital gap   5.6 eV

XYZ file:
```
138
Properties=species:S:1:pos:R:3:forces:R:3
B -3.368846 -3.354498 -4.711166 0.0346 0.0431 -0.0322
H -3.245264 -2.800088 -3.793787 0.3190 2.3459 3.4627
H -3.308637 -2.729592 -5.588724 0.4534 2.7636 -3.6724
H -2.591151 -4.102223 -4.693144 3.1500 -3.0852 -0.2729
H -4.327645 -3.848671 -4.738366 -4.0409 -2.0328 0.0365
O 2.724613 1.739019 -2.936582 -2.9545 0.0733 1.3386
C 1.545842 1.765927 -2.544673 1.2100 0.5716 -2.2577
O 0.874012 0.864457 -1.884287 1.3715 -0.4142 0.9465
B -0.526247 1.207069 -1.618511 -1.4413 -0.5054 -2.2551
O -0.726119 2.441845 -2.435545 1.8532 1.0653 -0.8900
C 0.472938 2.874009 -2.988914 -0.6647 -0.9821 1.8993
O 0.718687 3.898269 -3.566838 -0.6340 -0.7688 0.2284
O -0.974230 1.351756 -0.263728 -0.1347 -0.3262 1.1851
C -1.757545 0.309915 0.095606 -0.7513 -0.4684 1.6360
O -2.235164 0.108844 1.210839 1.1351 0.7994 -2.2400
C -1.912171 -0.593669 -1.165155 -0.9127 -3.0284 0.8108
O -1.374809 0.037317 -2.150130 1.4952 1.8535 -0.8769
O -2.351539 -1.736120 -1.196830 0.5396 2.6102 0.6262
C -3.781451 3.776781 1.891023 -0.7677 -0.5302 -0.3860
O -4.200711 3.049760 3.023524 -0.7109 0.3977 -0.5204
C -3.245013 2.497069 3.864604 0.9177 1.1113 -0.8623
C -3.975942 2.077453 5.056736 -2.1691 0.4133 1.1951
N -3.261756 1.472038 6.118855 1.7957 -0.8436 0.8002
C -2.352024 2.354572 6.924088 -0.5561 -0.3526 -0.7101
C -0.840536 2.365740 6.485156 -0.4917 0.0649 1.9071
O -0.059794 2.373973 7.708088 1.9788 0.2607 -0.8284
C 1.377073 2.347885 7.410598 -0.0569 -0.0950 1.4646
H -3.068377 3.272850 1.238561 0.2984 -0.3111 0.2871
H -3.415765 4.777888 2.119420 0.0481 0.1238 0.2320
H -4.711654 3.819042 1.324419 0.1489 0.5262 -0.2670
H -2.517351 3.273612 4.100380 0.6478 -0.0377 0.0402
H -2.803489 1.628375 3.376213 0.5608 -0.0713 -0.0128
H -4.729094 1.406384 4.643774 -0.2486 -0.3770 0.4511
H -4.533925 2.847471 5.589475 -0.2194 0.7120 -0.8014
H -2.732083 0.770743 5.621134 0.6154 -0.5983 0.7512
H -2.474666 2.185190 7.993843 0.7155 -1.2845 0.1047
H -2.851089 3.320533 7.001236 0.4034 0.6644 -1.1134
H -0.595116 3.263114 5.917180 0.0075 -0.1367 -0.3485
H -0.510138 1.444718 6.004907 -0.6066 0.0576 -0.6930
H 1.811745 1.450937 6.969423 -0.9425 -0.2775 -0.9301
H 1.948485 2.292407 8.337165 -0.6345 0.3096 0.7026
H 1.818448 3.228967 6.944795 -0.7104 0.2000 -0.5495
C 5.230983 -2.412671 -2.518399 0.5919 -0.6131 0.9807
O 4.806235 -2.206644 -1.175961 -1.7133 1.1980 -0.0660
C 3.698255 -1.309487 -0.825833 1.2307 1.0398 1.9208
C 4.114707 0.185649 -0.544032 0.4323 -0.9172 -0.3264
N 5.297625 0.281025 0.271282 2.2124 0.5697 0.9639
C 6.031438 1.581109 0.248732 -3.6850 -1.4359 -1.3789
C 7.383236 1.592785 0.747158 1.6908 -0.0133 0.1647
O 8.237132 0.588788 0.213689 -0.2541 -0.0598 0.1077
C 8.528523 0.754904 -1.135797 0.4071 -1.4367 -1.1780
H 6.304435 -2.239048 -2.443194 0.1541 0.5612 -0.7785
H 4.722565 -1.884962 -3.325322 -0.0056 0.3084 0.3099
H 5.184966 -3.486869 -2.697560 -0.4458 -0.1400 -0.2688
H 3.480734 -1.632399 0.192263 -0.4980 -0.6067 -0.2153
H 2.792699 -1.253501 -1.429930 0.2761 -0.6975 -0.4390
H 3.436053 0.703631 0.133637 -1.2782 -0.2608 -0.7931
H 4.128145 0.668987 -1.520912 0.4742 0.5304 0.0638
H 5.963647 -0.478070 0.254034 -0.2199 -0.1754 -0.5774
H 5.447567 2.332750 0.779992 -0.0098 0.1517 0.2368
H 6.014334 1.930555 -0.783593 0.1580 0.2339 -0.3950
H 7.454295 1.482089 1.829194 0.0539 0.2206 -0.0343
H 7.727466 2.548097 0.350941 0.5941 0.5200 0.7876
H 7.713610 0.745956 -1.859631 -0.8190 0.7533 0.4483
H 8.970359 -0.183128 -1.471885 0.6883 -0.0732 0.3157
H 9.225015 1.557433 -1.378562 -0.0235 0.3514 0.2797
C 0.378764 8.710702 -3.102077 -0.7022 -0.2101 0.7615
O 1.657306 8.182371 -3.095507 0.9537 -0.3919 -0.1571
C 1.688241 6.755628 -3.144121 0.7518 0.3551 -0.7376
C 3.170272 6.293817 -3.036855 -1.0299 1.2802 0.1329
N 3.932289 7.084182 -2.023077 -0.3201 -2.5017 -0.7819
C 3.637821 6.591691 -0.667182 1.7108 0.8165 0.4949
C 4.243050 5.225287 -0.259847 -0.7507 -0.4858 -0.5535
O 5.624416 5.119113 0.064350 -0.6348 0.5583 -0.2752
C 6.408765 5.493833 -1.023037 1.0815 -0.2859 -1.4217
H -0.010353 8.671832 -2.084640 0.0140 0.8519 0.5222
H -0.397048 8.094443 -3.556440 0.2982 -0.1173 -1.0820
H 0.446603 9.708775 -3.534901 -0.3939 -0.0216 0.2057
H 1.402291 6.510631 -4.167014 -0.5929 -0.5807 0.1835
H 0.999538 6.333667 -2.412178 0.0457 -0.1391 0.0598
H 3.552181 6.425228 -4.049263 0.5344 0.2337 0.1599
H 3.140298 5.214660 -2.886481 0.3375 0.0756 0.4081
H 3.715107 8.062072 -2.152151 -0.2602 -0.0731 0.2763
H 2.579113 6.581714 -0.408086 -0.2144 0.0034 0.0202
H 4.183800 7.305222 -0.050026 -0.4640 0.2621 0.5761
H 4.015828 4.537672 -1.074490 0.1310 -0.3562 -0.1648
H 3.722235 4.816754 0.606150 -0.1044 0.3242 0.1028
H 6.761141 6.524724 -0.988525 -0.0318 0.0801 0.1866
H 5.958783 5.353058 -2.005789 -0.8721 0.2793 0.1279
H 7.252539 4.822760 -1.183684 0.4977 -0.0794 0.9297
C -0.877702 -3.595530 0.748791 -0.7060 0.6422 -0.5467
O -2.269751 -3.956776 0.606050 1.4477 1.0835 2.2635
C -2.949020 -3.782207 1.893493 -0.3778 -0.6744 -1.0866
C -4.161060 -2.869889 1.774617 -0.0764 -1.2827 -1.8307
N -5.107308 -3.553687 0.799412 0.4967 1.0505 2.1421
C -6.226447 -2.691855 0.553332 0.1100 0.7290 -1.5912
C -5.919274 -1.561305 -0.507285 -0.0013 -1.5785 0.8150
O -5.305721 -2.070149 -1.658230 -1.3393 0.5153 -0.1508
C -5.199330 -1.058905 -2.676325 1.2295 -1.8085 -0.6549
H -0.337630 -4.233829 1.448075 0.0599 -0.4693 -0.0415
H -0.729940 -2.578563 1.112153 -0.4679 0.3208 0.3739
H -0.406253 -3.538646 -0.232335 -0.2429 -0.7108 -0.1022
H -2.430188 -3.497711 2.808907 1.2118 0.4945 -0.4685
H -3.210201 -4.816037 2.119501 -0.8605 -0.1665 0.2129
H -3.910750 -1.888087 1.372741 0.3560 -0.1678 -0.1693
H -4.579719 -2.681238 2.763173 -0.4016 -0.1931 0.3248
H -5.501833 -4.307509 1.343661 0.2065 -0.6363 -0.0418
H -6.677990 -2.236927 1.434955 0.2823 0.6286 0.5797
H -7.065348 -3.299897 0.214796 0.0780 -0.1572 -0.7037
H -5.251994 -0.781574 -0.140065 -0.2793 0.3468 0.6194
H -6.945302 -1.224285 -0.654926 -0.1119 0.8970 -0.5883
H -6.032500 -0.360115 -2.751284 0.0801 0.1410 0.3711
H -5.060896 -1.614341 -3.603918 -0.7154 -0.2500 -0.2089
H -4.177460 -0.679601 -2.679670 -0.1413 1.0385 0.7012
C -0.303151 -3.255992 -3.122707 -0.3803 -2.1403 1.5233
O -0.918565 -4.470019 -2.481671 1.0254 -1.1061 0.4154
C -0.117528 -5.694190 -2.282281 0.7328 1.0560 -1.9933
C -0.368060 -6.626223 -1.115871 -0.0058 2.5342 -1.0787
N -1.764157 -6.968279 -1.126856 0.6314 -0.1938 1.9827
C -2.011059 -7.469245 0.211189 -0.6327 -0.3344 -1.1864
C -3.354933 -8.123310 0.197606 -0.0359 1.0539 0.0808
O -4.348618 -7.078362 -0.092721 0.5151 -2.7367 2.9807
C -5.489392 -7.413493 0.724197 -0.4086 1.1861 -1.4149
H 0.046199 -2.655521 -2.282774 0.1891 0.3142 -0.1046
H -1.107273 -2.746749 -3.653886 0.0532 -0.3090 -0.0418
H 0.540948 -3.560216 -3.741616 -0.0532 0.0771 -0.2606
H 0.948692 -5.469363 -2.255308 0.3550 0.4409 -0.0347
H -0.209571 -6.388795 -3.117239 -0.3650 0.4189 -0.9618
H 0.001884 -6.013739 -0.293615 -0.8989 -0.4431 0.9402
H 0.284882 -7.496856 -1.177145 0.3649 -0.1629 -0.2159
H -1.899926 -7.793956 -1.692487 0.0670 0.1534 -0.7046
H -1.932812 -6.681498 0.960492 -0.3783 0.2152 -0.1392
H -1.263280 -8.213007 0.486389 0.3623 -0.5094 0.2551
H -3.317997 -8.638057 1.157691 -1.4212 0.3253 0.7322
H -3.511812 -8.947681 -0.498028 0.4056 0.0697 -0.5970
H -5.412605 -7.664371 1.782155 1.1240 0.2921 0.2520
H -5.994077 -8.286030 0.309379 -0.4202 0.0640 -0.3727
H -6.053679 -6.484264 0.645388 -0.7108 -0.3851 0.0359
```
Forces are in eV/Å.